{"formula": "C2H8NO4", "method": "ωB97M-V with the def2-TZVPD basis set", "lumo_ev": 3.9886, "homo_lumo_gap_ev": 8.8, "homo_ev": -4.8, "de_lowest_kcal_mol": 30.5, "largest_force_ha_per_bohr": 0.137, "spin_multiplicity": 1, "total_charge": -1, "elements": ["O", "C", "O", "C", "N", "H", "H", "H", "H", "H", "H", "O", "H", "H", "O"], "positions_angstrom": [[-0.724, -1.519, -0.182], [0.004, -0.594, -0.517], [-0.328, 0.340, -1.269], [1.495, -0.635, 0.012], [2.053, 0.771, -0.006], [1.605, -0.894, 1.077], [1.926, -1.289, -0.784], [2.318, 1.114, -0.933], [1.233, 1.330, 0.205], [-2.169, -0.929, 2.080], [-1.122, -1.792, 1.494], [-1.468, -1.681, 2.312], [-1.515, 1.664, -1.838], [-1.485, 1.739, -0.446], [-1.824, 2.374, -1.203]], "nbo_charge": [-0.786, 0.763, -0.825, -0.354, -0.859, 0.204, 0.196, 0.347, 0.357, 0.451, 0.488, -0.962, 0.498, 0.480, -0.998]}